Run 1
Formula: C22H14BrF6MoN5O6S2
Source: OMol25
Level of theory: the ωB97M-V functional and the def2-TZVPD basis

## Properties
charge	+1
multiplicity	4
E_LUMO (spin up / spin down)	-3.81 / -3.94	eV
highest occupied orbital energy (spin up / spin down)	-10.26 / -10.40	eV
gap between HOMO and LUMO (spin up / spin down)	6.45 / 6.46	eV

Positions of all 57 atoms, in Å:
1 Mo 1.36167 -1.52056 0.00407
2 F 6.89593 -1.32430 -1.78839
3 C 5.63374 -1.00797 -1.98637
4 F 5.13079 -1.77136 -2.93980
5 F 5.52815 0.25601 -2.33721
6 S 4.68460 -1.26433 -0.41666
7 O 3.29357 -1.05001 -0.86075
8 O 5.21035 -0.37374 0.54419
9 N 4.95025 -2.77546 -0.09175
10 S 3.87538 -3.88046 0.03357
11 O 2.54708 -3.34211 0.38121
12 O 4.31121 -4.96023 0.83274
13 C 3.55764 -4.55562 -1.66525
14 F 2.78016 -3.70526 -2.34644
15 F 2.90815 -5.71628 -1.55350
16 F 4.68501 -4.74524 -2.32008
17 Br -6.44082 9.22901 0.29946
18 C -5.30287 7.72841 0.22822
19 C -5.63122 6.66555 -0.59589
20 C -4.79558 5.56078 -0.64409
21 C -3.64382 5.53866 0.12815
22 C -3.31509 6.61000 0.95663
23 C -4.14985 7.70758 1.00529
24 N -2.85680 4.35685 0.00802
25 N -1.79847 4.40578 0.64607
26 C -0.97299 3.25573 0.60855
27 C 0.28519 3.48491 1.11211
28 C 1.28629 2.50331 1.16851
29 C 0.97577 1.24413 0.73525
30 O 1.81917 0.22738 0.73648
31 C -0.28473 0.97939 0.20120
32 N -0.42512 -0.29165 -0.23425
33 C -1.58619 -0.67941 -0.72969
34 C -2.66465 0.19318 -0.81695
35 C -2.53488 1.49401 -0.39728
36 C -1.30535 1.94908 0.12598
37 H -6.53140 6.69998 -1.19354
38 H -5.02936 4.71897 -1.28160
39 H -2.41408 6.56828 1.55259
40 H -3.91324 8.54777 1.64389
41 H 0.50127 4.48194 1.47036
42 H 2.26916 2.72202 1.56140
43 H -1.66428 -1.71112 -1.05367
44 H -3.59746 -0.17463 -1.21914
45 H -3.36688 2.17291 -0.47023
46 O -0.11006 -2.93351 -0.12965
47 N -0.06531 -4.16997 0.41893
48 C -0.01153 -5.21187 -0.41670
49 C 0.03277 -6.48947 0.08741
50 C 0.02646 -6.68258 1.45830
51 C -0.03579 -5.58400 2.29721
52 C -0.08384 -4.32350 1.75143
53 H 0.00448 -4.95759 -1.46650
54 H 0.08332 -7.32033 -0.60106
55 H 0.07101 -7.68183 1.86966
56 H -0.04405 -5.69012 3.37181
57 H -0.13283 -3.40715 2.31771

***

Run 2
Formula: C22H14BrF6MoN5O6S2
Source: OMol25
Level of theory: the ωB97M-V functional and the def2-TZVPD basis

## Properties
charge	+1
multiplicity	4
E_LUMO (spin up / spin down)	-3.71 / -4.15	eV
highest occupied orbital energy (spin up / spin down)	-10.13 / -10.25	eV
gap between HOMO and LUMO (spin up / spin down)	6.42 / 6.10	eV

Positions of all 57 atoms, in Å:
1 Mo 2.09463 -0.03817 -0.08775
2 F 3.32772 3.05705 -4.77566
3 C 3.03356 3.05574 -3.49959
4 F 4.12723 3.28855 -2.77262
5 F 2.12724 3.99093 -3.23823
6 S 2.36514 1.42148 -2.91646
7 O 2.36756 1.65081 -1.44981
8 O 1.06898 1.17738 -3.44917
9 N 3.51725 0.47093 -3.35747
10 S 3.98418 -0.77590 -2.53327
11 O 2.91762 -1.25705 -1.64058
12 O 4.67431 -1.73578 -3.29608
13 C 5.21965 -0.02878 -1.32352
14 F 5.92219 0.91423 -1.91029
15 F 4.53216 0.55786 -0.27560
16 F 6.01020 -0.94474 -0.82150
17 Br -5.77610 1.58942 2.42170
18 C -5.08964 -0.15653 2.17058
19 C -5.80088 -1.07470 1.41211
20 C -5.30675 -2.35677 1.25798
21 C -4.07975 -2.71193 1.82016
22 C -3.37249 -1.76912 2.57925
23 C -3.88090 -0.49868 2.76179
24 N -3.65810 -4.04129 1.66493
25 N -2.47550 -4.40554 1.75171
26 C -1.33253 -3.66521 1.59080
27 C -0.21585 -4.01175 2.35575
28 C 0.97471 -3.30266 2.31132
29 C 1.10361 -2.22888 1.43660
30 O 2.17512 -1.49386 1.23962
31 C 0.00759 -1.90241 0.60574
32 N 0.27156 -0.86344 -0.25161
33 C -0.66887 -0.54778 -1.15079
34 C -1.86902 -1.23633 -1.23515
35 C -2.14698 -2.27405 -0.36410
36 C -1.20530 -2.61674 0.61617
37 H -6.73251 -0.78351 0.94758
38 H -5.85205 -3.09153 0.67980
39 H -2.43733 -2.04631 3.04722
40 H -3.33925 0.22703 3.35303
41 H -0.32865 -4.84148 3.04097
42 H 1.80959 -3.57490 2.94241
43 H -0.43487 0.26351 -1.82932
44 H -2.57974 -0.95575 -1.99907
45 H -3.06613 -2.83124 -0.47015
46 O 1.42261 1.28442 1.43236
47 N 1.04225 2.42530 0.82678
48 C 1.92039 3.43059 0.68639
49 C 1.55742 4.59123 0.04107
50 C 0.27392 4.72129 -0.46513
51 C -0.62666 3.68101 -0.27858
52 C -0.22193 2.54626 0.38543
53 H 2.90214 3.25252 1.09886
54 H 2.28071 5.38728 -0.05925
55 H -0.02099 5.61779 -0.99182
56 H -1.64514 3.75330 -0.63133
57 H -0.86735 1.70691 0.59578

***

The structure with the most favorable energy is run 1; the runner-up is 11.2 kcal/mol above it.

***

Run 1
Formula: C5H5NS
Source: OMol25
Level of theory: the ωB97M-V functional and the def2-TZVPD basis

## Properties
E_LUMO (spin up / spin down)	-0.35 / -0.35	eV
highest occupied orbital energy (spin up / spin down)	-7.91 / -7.91	eV
gap between HOMO and LUMO (spin up / spin down)	7.56 / 7.56	eV

Positions of all 12 atoms, in Å:
1 C 0.81078 1.97986 -0.07916
2 C -0.40412 1.54386 -0.09956
3 C 0.79319 -1.39782 0.19751
4 C -1.47355 0.83290 -0.00082
5 C -0.08005 -2.31189 -0.06923
6 N 1.91261 1.21143 0.14759
7 S 1.98865 -0.32353 -0.13093
8 H 1.04051 3.03623 0.08368
9 H -1.73874 0.23887 -0.87053
10 H -1.96685 0.79118 0.90530
11 H -0.32103 -3.03396 0.83470
12 H -0.56140 -2.56714 -0.91857

***

Run 2
Formula: C5H5NS
Source: OMol25
Level of theory: the ωB97M-V functional and the def2-TZVPD basis

## Properties
E_LUMO	-0.87	eV
highest occupied orbital energy	-8.70	eV
gap between HOMO and LUMO	7.83	eV

Positions of all 12 atoms, in Å:
1 C 1.26206 -0.19049 0.45658
2 C 0.17807 0.25609 -0.28252
3 C -1.24282 0.07113 -0.10400
4 C -1.72922 0.44353 -1.42636
5 C -0.55985 1.05351 -2.04560
6 H -0.52832 -0.66949 1.75039
7 H 2.32066 -0.21486 0.25800
8 H -1.72309 -0.54250 0.65498
9 H -2.80800 0.41687 -1.80810
10 H -0.63846 1.48994 -3.10618
11 N 0.50169 0.94286 -1.37801
12 S 0.77600 -1.05516 2.01927

***

Run 3
Formula: C5H5NS
Source: OMol25
Level of theory: the ωB97M-V functional and the def2-TZVPD basis

## Properties
E_LUMO (spin up / spin down)	-0.65 / -0.65	eV
highest occupied orbital energy (spin up / spin down)	-8.12 / -8.12	eV
gap between HOMO and LUMO (spin up / spin down)	7.47 / 7.46	eV

Positions of all 12 atoms, in Å:
1 C -0.98831 -1.63679 -0.07451
2 C 0.23778 -1.20940 0.03457
3 C -0.67982 1.07225 -0.11546
4 C 1.46212 -0.86882 0.27699
5 C 0.20503 2.02099 -0.10857
6 N -2.16958 -1.02690 0.01627
7 S -2.17757 0.57818 0.27326
8 H -1.08085 -2.39977 -0.75570
9 H 1.89624 0.09318 -0.02388
10 H 2.17755 -1.60985 0.75174
11 H 0.29272 2.84298 0.62742
12 H 0.82470 2.14394 -0.90214

***

Run 4
Formula: C5H5NS
Source: OMol25
Level of theory: the ωB97M-V functional and the def2-TZVPD basis

## Properties
E_LUMO (spin up / spin down)	-0.69 / -2.34	eV
highest occupied orbital energy (spin up / spin down)	-10.11 / -7.51	eV
gap between HOMO and LUMO (spin up / spin down)	9.42 / 5.16	eV

Positions of all 12 atoms, in Å:
1 C 1.65593 1.09502 2.30134
2 C 0.54419 1.45618 2.03802
3 C -0.21349 -1.05322 -0.99706
4 C 0.26682 -0.09296 -1.78600
5 C -1.16909 -0.52461 0.02223
6 N -1.31313 0.88004 -0.14606
7 S -0.42471 1.45268 -1.32720
8 H 2.62919 0.76992 2.56897
9 H 0.04189 -2.09487 -1.05155
10 H 0.96033 -0.15734 -2.59844
11 H -2.16062 -0.99312 -0.06281
12 H -0.81732 -0.73772 1.03856

***

The structure with the most favorable energy is run 2; the runner-up is 79.6 kcal/mol above it.

***

Run 1
Formula: CH3FINS
Source: OMol25
Level of theory: the ωB97M-V functional and the def2-TZVPD basis

## Properties
E_LUMO (spin up / spin down)	-1.64 / -2.00	eV
highest occupied orbital energy (spin up / spin down)	-9.13 / -8.94	eV
gap between HOMO and LUMO (spin up / spin down)	7.49 / 6.94	eV

Positions of all 8 atoms, in Å:
1 C 0.11277 -0.71800 1.05999
2 N -0.68847 -0.25628 -0.00018
3 F 0.88636 0.02856 -2.16985
4 S -0.61666 0.28932 -1.38673
5 I -0.40867 3.21631 -1.41134
6 H 0.62454 -1.78311 0.66803
7 H -0.66048 -0.83133 1.91784
8 H 0.75061 0.05452 1.32224

***

Run 2
Formula: CH3FINS
Source: OMol25
Level of theory: the ωB97M-V functional and the def2-TZVPD basis

## Properties
E_LUMO	-0.97	eV
highest occupied orbital energy	-9.76	eV
gap between HOMO and LUMO	8.80	eV

Positions of all 8 atoms, in Å:
1 C -0.14821 -0.14966 0.14425
2 N -0.98173 -1.07705 0.76269
3 F -2.71934 -2.10896 -1.01747
4 S -2.52842 -1.46467 0.62945
5 I -3.71388 0.53924 0.00490
6 H 0.49462 0.48480 0.94242
7 H -0.66706 0.60234 -0.34581
8 H 0.40443 -0.75660 -0.65279

***

The structure with the most favorable energy is run 2; the runner-up is 4.7 kcal/mol above it.